Entry from OMol25: a 15-piece molecular cluster, C36H80N8O37 overall (ωB97M-V/def2-TZVPD).

Computed properties:
- 2S+1 = 1
- E_tot (Eh) = -4640.886402

```
161
Properties=species:S:1:pos:R:3:mulliken_charge:R:1
C 7.908 5.246 -2.155 -0.93
C 7.386 4.622 -0.861 -0.20
O 6.183 5.225 -0.374 -0.35
C 4.954 4.893 -0.829 0.58
O 3.931 5.469 -0.474 -0.59
O 4.956 3.871 -1.741 -0.18
C 3.687 3.546 -2.325 -0.19
H 7.976 6.319 -1.990 0.31
H 7.080 5.100 -2.923 0.21
H 8.854 4.783 -2.510 0.34
H 8.088 4.762 -0.018 0.33
H 7.239 3.567 -0.910 0.26
H 2.870 3.568 -1.631 0.30
H 3.798 2.497 -2.629 -0.36
H 3.567 4.228 -3.194 0.36
C -2.179 3.712 4.704 -1.41
C -2.818 2.629 3.923 0.95
O -4.219 2.600 4.300 -0.38
C -4.809 1.542 3.770 0.50
O -4.387 0.777 2.966 -0.17
O -6.121 1.567 4.216 -0.47
C -6.924 0.386 4.007 -0.29
H -2.125 3.419 5.751 0.41
H -2.788 4.645 4.539 0.32
H -1.136 3.901 4.359 0.27
H -2.449 1.615 4.014 0.11
H -2.804 2.862 2.806 -0.38
H -6.819 -0.290 4.853 0.31
H -6.604 -0.123 3.057 -0.02
H -7.977 0.631 4.002 0.25
C 4.711 -5.073 5.153 -1.04
C 3.743 -5.775 4.245 -0.38
O 3.243 -4.831 3.221 -0.23
C 3.957 -4.545 2.150 0.62
O 5.094 -4.908 1.959 -0.66
O 3.246 -3.625 1.487 0.02
C 3.765 -3.160 0.212 -0.38
H 5.531 -4.786 4.480 0.26
H 5.048 -5.723 5.986 0.36
H 4.281 -4.173 5.515 0.30
H 2.801 -6.122 4.647 0.30
H 4.221 -6.545 3.710 0.37
H 4.346 -2.263 0.366 0.35
H 2.902 -2.981 -0.395 -0.28
H 4.443 -3.950 -0.139 0.47
C -1.416 2.107 0.575 0.01
C -1.127 1.362 -0.707 0.64
O -0.894 -0.033 -0.357 0.37
C 0.205 -0.704 -0.713 0.13
O 0.400 -1.849 -0.445 -0.26
O 1.140 0.073 -1.233 0.01
C 2.442 -0.446 -1.593 0.23
H -1.048 3.144 0.491 0.22
H -0.798 1.624 1.360 -0.47
H -2.483 2.059 0.854 0.13
H -0.169 1.719 -1.110 -0.11
H -1.848 1.391 -1.543 -0.32
H 3.041 -0.703 -0.732 0.11
H 2.919 0.398 -2.095 -0.50
H 2.282 -1.276 -2.291 -0.05
C 1.122 -1.449 3.881 -1.64
C 0.426 -0.979 2.603 1.23
O 1.387 -0.114 1.879 0.20
C 1.370 1.186 2.276 0.16
O 0.804 1.582 3.261 -0.56
O 2.163 1.823 1.424 -0.09
C 2.304 3.245 1.786 -0.62
H 0.511 -2.216 4.388 0.13
H 1.229 -0.616 4.565 0.44
H 2.088 -1.829 3.574 0.40
H -0.439 -0.345 2.798 -0.31
H 0.267 -1.769 1.933 -0.10
H 1.356 3.726 1.634 0.26
H 3.067 3.728 1.242 -0.04
H 2.598 3.297 2.823 0.40
C -4.086 -2.192 0.124 -1.17
C -3.069 -1.927 1.208 1.98
O -3.602 -2.385 2.429 -0.30
C -2.793 -3.084 3.245 0.75
O -1.572 -3.249 3.013 -0.47
O -3.471 -3.483 4.295 -0.35
C -2.616 -4.168 5.239 -0.68
H -3.805 -1.498 -0.690 0.12
H -5.082 -1.904 0.435 0.28
H -4.092 -3.187 -0.315 0.31
H -2.939 -0.839 1.244 -0.64
H -2.090 -2.383 1.037 -0.56
H -1.882 -4.825 4.780 0.25
H -3.268 -4.788 5.871 0.29
H -2.034 -3.415 5.771 0.28
C -6.157 2.347 -0.199 -0.56
C -6.173 1.102 -1.109 0.57
O -7.452 0.505 -1.130 -0.40
C -7.704 -0.354 -0.154 0.55
O -6.928 -0.526 0.713 -0.36
O -8.942 -0.938 -0.295 -0.39
C -9.310 -1.753 0.804 -0.68
H -7.033 2.951 -0.467 0.38
H -5.257 2.853 -0.528 0.00
H -6.183 2.039 0.827 0.00
H -5.490 0.381 -0.709 -0.29
H -5.915 1.302 -2.172 0.32
H -9.383 -1.179 1.673 0.31
H -8.729 -2.676 0.971 0.26
H -10.284 -2.120 0.495 0.27
C 4.359 1.127 -5.651 -0.04
N 4.907 2.479 -5.974 0.98
O 6.100 2.672 -5.749 -0.57
O 4.134 3.315 -6.430 -0.56
H 3.795 0.820 -6.547 0.33
H 3.654 1.351 -4.873 -0.24
H 5.106 0.412 -5.434 0.23
C -1.891 -4.178 -3.528 -0.32
N -3.286 -3.668 -3.798 0.93
O -3.620 -2.595 -3.301 -0.52
O -3.966 -4.374 -4.497 -0.58
H -1.730 -4.818 -4.370 0.37
H -2.033 -4.758 -2.593 0.25
H -1.153 -3.398 -3.411 -0.14
C 2.354 -4.928 -3.680 -0.67
N 1.947 -3.520 -4.010 0.85
O 2.408 -2.926 -4.959 -0.55
O 1.145 -3.054 -3.224 -0.36
H 1.508 -5.570 -3.742 0.29
H 2.757 -4.959 -2.634 0.11
H 3.134 -5.282 -4.371 0.32
C -0.042 -5.037 1.011 -0.33
N 0.468 -5.524 -0.255 1.08
O -0.383 -5.789 -1.075 -0.63
O 1.678 -5.521 -0.472 -0.56
H -0.898 -4.388 0.779 -0.10
H 0.786 -4.460 1.433 -0.08
H -0.413 -5.832 1.596 0.50
C 7.108 -1.495 -1.560 -0.76
N 5.938 -1.076 -2.361 0.95
O 5.804 0.122 -2.606 -0.48
O 5.200 -1.951 -2.754 -0.48
H 6.760 -2.109 -0.737 0.25
H 7.462 -0.547 -1.147 0.29
H 7.856 -1.978 -2.203 0.29
C -0.033 0.713 -4.296 -0.41
N 0.733 2.008 -4.246 0.91
O 1.889 2.061 -3.890 -0.48
O 0.125 2.956 -4.773 -0.56
H 0.515 -0.221 -4.124 0.02
H -0.404 0.619 -5.303 0.50
H -0.928 0.840 -3.716 -0.04
C -2.698 4.202 -2.575 -0.52
N -3.414 3.141 -3.232 0.97
O -4.648 3.150 -3.203 -0.59
O -2.776 2.228 -3.767 -0.48
H -3.030 5.144 -3.055 0.38
H -1.635 4.000 -2.731 0.10
H -2.941 4.095 -1.482 0.14
C -0.915 7.417 1.342 -0.86
N -1.737 6.404 0.686 0.89
O -2.769 5.876 1.159 -0.52
O -1.282 5.986 -0.378 -0.48
H 0.096 7.178 1.029 0.34
H -1.098 7.376 2.403 0.32
H -1.210 8.409 1.043 0.31
```